{"formula": "C4H9NO4", "method": "ωB97M-V/def2-TZVPD", "orbital_gap_ev": [5.05, 5.03], "total_energy_ha": -513.2222, "lumo_energy_ev": [-3.587, -3.460], "elements": ["C", "C", "C", "C", "O", "O", "N", "O", "O", "H", "H", "H", "H", "H", "H", "H", "H", "H"], "positions_angstrom": [[-2.712249, -0.197373, 0.475678], [-1.266231, -0.547192, 0.180962], [-0.462706, 0.522141, -0.503781], [1.017907, 0.077442, -0.720903], [1.440500, -0.279239, 0.487027], [3.617542, -1.185465, -0.258983], [4.134282, -0.459958, 0.573248], [5.276772, -0.200069, 0.786260], [-0.217515, 1.674072, 0.263454], [-3.253875, -1.050977, 0.896480], [-2.718939, 0.580716, 1.240680], [-3.244857, 0.100671, -0.434226], [-0.719826, -0.708181, 1.109148], [-1.207079, -1.446226, -0.443705], [-0.921673, 0.853931, -1.413592], [0.836109, -0.800330, -1.329772], [1.490151, 0.935234, -1.246498], [-1.088318, 2.130798, 0.338516]], "forces_ev_per_angstrom": [[0.045, -0.086, 0.045], [0.207, -0.307, 0.152], [0.869, 0.611, 0.028], [-2.424, 0.412, -0.216], [2.193, -0.595, -0.010], [0.193, 1.024, 1.312], [-0.346, -0.582, -0.941], [-0.537, -0.164, -0.135], [-2.031, 1.373, 0.850], [0.162, 0.086, -0.059], [-0.343, 0.204, -0.186], [0.012, 0.199, 0.213], [-0.178, -0.458, 0.111], [0.015, -0.029, 0.165], [-0.245, -0.152, -1.052], [0.889, -0.659, -0.758], [0.453, -0.676, 0.304], [1.067, -0.201, 0.178]]}

---

{"formula": "C3H4N2O", "method": "ωB97M-V/def2-TZVPD", "orbital_gap_ev": 10.34, "total_energy_ha": -301.3861, "smiles": "Nc1ccon1", "lumo_energy_ev": 1.065, "elements": ["N", "C", "C", "C", "O", "N", "H", "H", "H", "H"], "positions_angstrom": [[0.980762, 1.131599, -1.152744], [0.136277, 0.431056, -0.305691], [0.136599, -0.977639, 0.028043], [-0.789887, -1.024409, 1.011414], [-1.394013, 0.133098, 1.199319], [-0.781945, 1.076740, 0.371914], [1.942003, 0.817621, -1.156140], [0.917608, 2.137569, -1.035394], [-0.079841, -1.845829, -0.571665], [-1.067563, -1.879808, 1.610945]], "forces_ev_per_angstrom": [[-0.120, -0.104, -0.119], [-0.309, 0.103, 0.094], [-0.986, 0.142, -0.091], [-0.325, 0.093, 0.165], [0.198, 0.240, 0.719], [0.533, 0.149, 0.053], [-0.262, -0.102, -0.003], [-0.070, -0.270, -0.010], [1.835, -0.426, -0.728], [-0.494, 0.176, -0.083]]}

---

{"formula": "C6H9N", "method": "ωB97M-V/def2-TZVPD", "orbital_gap_ev": 9.51, "total_energy_ha": -288.6542, "smiles": "C1[C@H]2[C@H]3C[C@H]3N[C@@H]12", "lumo_energy_ev": 1.081, "elements": ["C", "C", "C", "C", "C", "N", "C", "H", "H", "H", "H", "H", "H", "H", "H", "H"], "positions_angstrom": [[1.579479, -0.538425, 0.639100], [0.656807, -0.844277, -0.599270], [-0.875136, -0.646987, -0.616878], [-1.608748, -0.438960, 0.660759], [-1.108813, 0.751075, -0.175570], [0.086249, 1.475297, 0.166341], [1.190524, 0.559092, -0.285967], [2.590038, -0.748736, 0.675337], [1.254626, -0.457667, 1.807704], [1.029136, -1.357726, -1.482028], [-1.515013, -1.230597, -1.371835], [-2.626670, -0.702393, 0.780666], [-1.087428, -0.605135, 1.551236], [-1.908099, 1.329843, -0.577901], [0.344314, 2.379319, -0.380626], [1.998732, 1.076276, -0.791063]], "forces_ev_per_angstrom": [[-3.153, 0.697, 2.531], [0.192, 1.384, 0.211], [-0.198, -1.995, -0.796], [1.318, 1.078, 0.069], [-2.051, 0.357, 0.034], [2.470, 0.324, -1.633], [0.019, 0.383, 1.114], [1.880, -1.036, -0.636], [0.046, -0.357, -3.157], [0.249, -0.134, 0.448], [1.485, 1.283, 0.700], [-0.981, 0.144, -0.455], [0.943, -0.285, 1.226], [-0.345, 0.418, -0.471], [-1.778, -2.069, 1.105], [-0.095, -0.193, -0.290]]}